1.
9 unconnected molecules or ions with the total composition C18H36Br18 at a distorted geometry. Source: the OMol25 dataset; level of theory: wB97M-V/def2-TZVPD.

XYZ file:
```
72
Properties=species:S:1:pos:R:3:forces:R:3
Br -1.618 8.442 -18.798 0.576 0.034 -0.360
C -0.101 8.188 -20.049 0.004 0.042 0.094
C 0.962 9.249 -19.839 0.204 -0.752 -0.454
Br 2.588 8.843 -20.890 -0.261 -0.235 -0.080
H -0.546 8.230 -21.033 0.028 0.040 -0.103
H 0.301 7.194 -19.877 -0.057 0.043 0.205
H 1.346 9.194 -18.829 -0.265 0.608 0.143
H 0.677 10.212 -20.242 -0.163 0.199 0.575
Br 1.897 2.216 -19.914 1.048 0.111 -0.296
C 3.449 2.302 -21.191 -0.806 -0.034 -0.068
C 2.830 2.714 -22.519 0.659 -0.617 0.469
Br 4.317 2.756 -23.793 -0.397 -0.072 -0.131
H 3.849 1.294 -21.250 -0.196 -0.077 0.017
H 4.256 2.944 -20.852 -0.415 0.326 0.314
H 2.349 3.685 -22.522 0.122 0.056 0.156
H 2.129 1.928 -22.788 0.002 0.178 -0.442
Br 0.194 4.422 -24.129 -0.295 0.248 -0.518
C -1.562 5.145 -24.672 -0.137 -0.393 -0.241
C -2.027 6.157 -23.651 -0.781 -0.183 -0.763
Br -3.663 7.026 -24.368 0.400 -0.098 0.020
H -2.190 4.266 -24.800 -0.158 0.038 0.480
H -1.522 5.569 -25.674 0.658 0.216 0.140
H -1.269 6.922 -23.530 -0.127 0.138 0.296
H -2.406 5.720 -22.735 0.495 0.128 0.054
Br -0.955 4.909 -20.629 -0.127 0.100 0.162
C -1.648 3.084 -20.772 -0.049 0.480 0.183
C -2.128 2.805 -22.173 0.406 -0.498 0.287
Br -2.904 0.990 -22.179 0.216 0.499 -0.120
H -2.430 3.012 -20.023 0.045 -0.112 0.009
H -0.759 2.528 -20.504 -0.262 -0.511 -0.041
H -1.259 2.819 -22.826 -0.374 -0.271 -0.143
H -2.887 3.489 -22.535 -0.134 -0.047 0.150
Br -7.167 8.472 -25.360 0.145 0.176 0.223
C -6.016 10.040 -25.097 -0.285 0.098 -0.592
C -6.702 11.040 -24.204 0.650 -0.323 0.202
Br -5.345 12.410 -23.805 -0.486 -0.091 -0.010
H -5.852 10.447 -26.090 0.079 -0.082 0.004
H -5.071 9.704 -24.685 -0.076 -0.150 0.075
H -6.965 10.533 -23.279 -0.137 0.437 0.151
H -7.542 11.547 -24.662 -0.055 -0.084 0.014
Br -5.298 8.895 -28.475 -0.117 -0.672 0.028
C -5.143 6.954 -28.219 0.786 -0.364 0.132
C -3.907 6.439 -28.924 -0.171 0.185 -0.838
Br -4.106 6.688 -30.873 0.232 -0.019 0.270
H -6.004 6.391 -28.566 -0.305 0.552 -0.083
H -5.004 6.763 -27.155 -0.186 0.288 0.066
H -3.785 5.361 -28.860 -0.126 0.023 0.411
H -3.001 6.947 -28.608 -0.015 0.035 -0.111
Br 5.104 6.351 -24.276 -0.708 0.140 -0.138
C 3.128 6.322 -24.531 0.425 -0.224 0.431
C 2.712 7.621 -25.177 -0.264 -0.510 -0.144
Br 0.856 7.515 -25.843 0.203 0.163 0.183
H 2.716 6.165 -23.537 -0.014 0.351 0.078
H 2.887 5.426 -25.091 0.206 0.123 -0.425
H 3.285 7.806 -26.078 0.125 0.177 0.108
H 2.736 8.440 -24.467 0.072 0.142 -0.133
Br -2.918 13.004 -21.158 0.192 -0.511 -0.297
C -2.401 11.287 -22.005 -0.112 0.307 0.166
C -1.084 11.486 -22.733 -0.427 0.372 0.771
Br -0.452 9.744 -23.347 -0.076 0.563 -0.319
H -3.178 11.028 -22.718 -0.107 0.161 0.043
H -2.425 10.553 -21.205 0.393 0.030 0.039
H -0.309 11.925 -22.109 0.021 -0.304 0.179
H -1.264 12.220 -23.517 0.222 -0.529 -0.526
Br 2.397 0.486 -27.404 -0.345 0.442 0.016
C 1.913 2.397 -27.259 0.696 -0.085 -0.336
C 3.031 3.175 -27.935 -0.642 0.203 0.268
Br 2.449 5.057 -28.087 0.230 -0.369 0.141
H 1.888 2.601 -26.199 -0.110 0.091 0.184
H 0.952 2.608 -27.715 -0.050 -0.397 -0.051
H 3.207 2.854 -28.954 0.107 -0.087 0.037
H 3.921 3.135 -27.316 0.171 0.161 -0.211
```
Positions in Å, forces in eV/Å.

## Properties
LUMO level	0.047	eV
largest force on an atom	1.11	eV/Å
total charge	0
energy above the lowest of the compared OMol25 structures with the same formula, charge and spin	15.3	kcal per mole
HOMO energy	-9.938	eV
Kohn-Sham gap	9.984	eV

***

2.
7 unconnected molecules or ions with the total composition C18H36Cl14F2OP at a distorted geometry. Source: the OMol25 dataset; level of theory: wB97M-V/def2-TZVPD.

XYZ file:
```
72
Properties=species:S:1:pos:R:3:forces:R:3
C -2.302 -0.237 -0.933 1.185 -1.258 -0.033
C -1.253 0.229 0.271 1.243 0.667 -2.007
F 0.120 -0.108 -0.258 -3.238 0.592 1.814
P -1.648 -0.696 1.895 3.295 -0.992 2.751
F -1.431 0.245 3.356 -0.910 -2.548 -4.061
C -0.417 -2.172 2.003 0.750 0.157 -0.034
C -0.920 -3.302 0.924 -1.076 -5.562 2.895
O -1.178 -4.540 1.413 1.582 7.969 -3.361
H -3.316 -0.581 -0.460 2.362 0.505 -2.132
H -1.810 -1.178 -1.444 -0.807 2.211 0.843
H -2.381 0.667 -1.673 -0.020 -1.910 1.424
H -1.313 1.380 0.507 0.608 -2.318 -0.562
H -2.989 -1.214 1.802 1.785 -0.880 0.784
H 0.651 -1.724 1.732 -2.256 -0.982 0.334
H -0.351 -2.621 3.093 -0.449 0.869 -2.246
H -1.066 -3.049 -0.233 0.437 -0.548 2.443
Cl 1.384 3.111 -0.080 -0.243 -0.098 -0.019
C 2.374 3.294 1.390 0.102 -0.187 0.178
C 2.713 1.954 2.024 0.437 0.301 -0.317
Cl 1.282 1.162 2.727 -0.144 -0.096 0.073
H 1.834 3.944 2.085 0.039 -0.180 -0.142
H 3.293 3.807 1.089 -0.561 -0.477 -0.087
H 3.427 2.100 2.840 -0.185 0.042 -0.103
H 3.161 1.267 1.299 -0.208 0.155 0.109
Cl -2.689 -1.861 -3.711 -0.043 0.529 -0.176
C -1.638 -2.151 -5.120 0.502 0.095 -0.507
C -0.182 -1.821 -4.828 -0.066 -0.287 -0.032
Cl 0.082 -0.073 -4.615 -0.006 0.133 0.095
H -2.024 -1.563 -5.958 0.083 0.030 0.281
H -1.735 -3.210 -5.375 0.188 0.431 0.109
H 0.445 -2.136 -5.667 -0.193 0.057 0.077
H 0.174 -2.332 -3.927 -0.199 0.265 -0.271
Cl 1.811 4.637 -4.894 0.029 0.011 0.010
C 2.851 3.301 -4.341 0.134 -0.253 0.121
C 3.575 3.635 -3.046 -0.190 -0.185 0.001
Cl 4.811 4.897 -3.274 -0.035 -0.125 -0.180
H 3.552 3.060 -5.145 -0.109 0.157 0.188
H 2.198 2.435 -4.189 0.105 0.140 0.066
H 4.095 2.747 -2.672 -0.086 0.092 -0.144
H 2.881 3.974 -2.272 0.154 0.006 -0.270
Cl 4.874 6.973 -0.763 0.024 0.039 0.250
C 5.864 7.156 0.707 0.053 0.094 0.170
C 6.203 5.816 1.341 0.543 0.320 -0.146
Cl 4.772 5.023 2.044 0.507 0.398 0.259
H 5.324 7.806 1.402 0.075 -0.212 -0.112
H 6.783 7.668 0.406 -0.103 -0.195 0.076
H 6.917 5.962 2.157 -0.173 0.035 -0.113
H 6.651 5.129 0.616 -0.235 0.150 0.110
Cl -3.565 0.551 1.187 -3.951 3.675 0.852
C -5.097 1.334 1.649 -1.049 0.816 0.750
C -5.990 1.601 0.447 0.117 -0.141 -0.155
Cl -5.323 2.861 -0.620 0.078 -0.157 0.082
H -4.858 2.257 2.187 0.049 -0.179 -0.204
H -5.601 0.656 2.344 0.146 0.033 -0.163
H -6.969 1.957 0.784 0.243 -0.092 0.130
H -6.145 0.696 -0.149 0.062 0.181 0.111
Cl -2.930 -4.779 -4.245 -0.264 -1.031 0.256
C -1.891 -6.116 -3.692 0.112 -0.341 0.031
C -1.166 -5.782 -2.397 -0.361 -0.404 0.043
Cl 0.070 -4.520 -2.625 0.029 0.034 0.109
H -1.189 -6.356 -4.496 -0.100 0.120 0.193
H -2.543 -6.981 -3.540 0.148 0.155 0.076
H -0.647 -6.669 -2.023 -0.070 0.153 -0.136
H -1.860 -5.442 -1.622 0.139 -0.010 -0.218
Cl 1.100 -3.797 6.213 -0.036 0.065 -0.059
C -0.413 -4.146 7.087 -0.237 -0.061 0.146
C -1.632 -4.058 6.182 0.067 -0.534 0.179
Cl -1.967 -2.387 5.665 0.021 0.173 -0.158
H -0.486 -3.452 7.930 0.012 -0.074 -0.255
H -0.320 -5.160 7.487 -0.085 0.151 -0.154
H -2.519 -4.406 6.720 0.184 0.114 -0.028
H -1.514 -4.674 5.285 0.059 0.199 0.171
```
Positions in Å, forces in eV/Å.

## Properties
LUMO level	-4.248	eV
largest force on an atom	8.79	eV/Å
total charge	+1
HOMO energy	-11.775	eV
Kohn-Sham gap	7.527	eV

***

3.
9 unconnected molecules or ions with the total composition C18H36Cl18 at a distorted geometry. Source: the OMol25 dataset; level of theory: wB97M-V/def2-TZVPD.

XYZ file:
```
72
Properties=species:S:1:pos:R:3:forces:R:3
Cl -2.390 2.139 -0.033 0.010 -0.452 0.087
C -1.369 0.674 -0.411 -0.549 0.818 0.313
C 0.061 0.869 0.000 0.159 -0.227 -0.378
Cl 0.325 0.708 1.769 -0.114 0.167 -0.079
H -1.498 0.616 -1.485 0.395 -0.351 -0.030
H -1.844 -0.159 0.096 0.046 -0.123 -0.120
H 0.439 1.835 -0.325 -0.011 0.000 0.129
H 0.668 0.094 -0.465 0.010 -0.013 0.050
Cl 2.182 4.322 4.979 0.186 -0.073 0.087
C 2.610 2.747 5.721 0.557 -0.113 -0.203
C 2.684 1.650 4.659 -0.725 0.739 -0.243
Cl 2.269 0.078 5.370 0.082 -0.157 -0.062
H 1.853 2.554 6.471 -0.019 -0.176 -0.007
H 3.591 2.848 6.179 -0.151 0.191 0.235
H 3.650 1.586 4.169 0.129 -0.009 0.212
H 1.954 1.904 3.889 -0.054 -0.374 0.013
Cl 0.987 6.757 2.055 0.124 0.004 -0.091
C 0.443 5.075 2.115 -0.500 -0.899 -0.195
C -0.244 4.593 0.855 -0.627 0.306 -0.188
Cl 0.945 4.382 -0.458 0.016 0.097 -0.204
H -0.226 4.973 2.967 -0.054 0.076 -0.031
H 1.280 4.397 2.266 0.261 0.355 0.234
H -1.034 5.238 0.467 0.328 0.381 0.137
H -0.769 3.643 0.971 0.572 -0.035 0.414
Cl 0.931 2.155 -3.229 -0.216 -0.203 0.171
C -0.186 1.613 -4.536 0.999 0.721 -0.527
C 0.713 1.399 -5.754 -0.726 -0.446 0.198
Cl -0.258 0.633 -7.068 0.169 0.116 0.172
H -0.837 2.463 -4.705 -0.376 -0.239 0.031
H -0.703 0.710 -4.240 -0.025 -0.042 0.087
H 1.514 0.719 -5.487 0.084 -0.026 -0.169
H 1.093 2.336 -6.140 0.094 0.037 0.042
Cl 3.035 -1.617 -4.862 0.094 -0.226 -0.128
C 2.786 -2.712 -3.483 -0.134 0.002 0.535
C 1.320 -2.999 -3.247 0.313 -0.159 0.008
Cl 0.444 -1.574 -2.646 -0.063 0.098 -0.255
H 3.253 -2.222 -2.631 -0.124 -0.031 0.079
H 3.277 -3.676 -3.620 0.173 0.184 -0.438
H 1.218 -3.768 -2.483 0.016 0.031 0.032
H 0.874 -3.360 -4.172 -0.227 0.196 0.054
Cl -5.889 -3.672 -2.411 0.108 -0.081 0.088
C -4.306 -2.845 -2.476 0.191 0.084 0.637
C -4.500 -1.536 -3.206 -0.948 -0.018 0.037
Cl -2.997 -0.630 -3.272 0.364 0.184 -0.163
H -3.554 -3.545 -2.829 -0.138 0.162 -0.608
H -3.992 -2.595 -1.460 -0.260 -0.117 0.027
H -5.229 -0.963 -2.632 0.217 0.124 0.077
H -4.941 -1.603 -4.199 0.392 -0.353 -0.114
Cl -3.952 -1.522 1.282 -0.056 0.514 0.129
C -5.266 -2.639 1.666 0.045 -1.680 -0.333
C -4.973 -3.380 2.963 -0.391 0.482 0.622
Cl -5.974 -4.850 3.142 -0.116 0.064 -0.232
H -5.277 -3.355 0.844 -0.082 0.033 0.031
H -6.256 -2.193 1.711 0.210 0.508 -0.023
H -5.265 -2.730 3.787 0.240 -0.097 0.107
H -3.948 -3.702 3.108 0.137 0.159 -0.347
Cl 2.155 -3.534 3.880 0.151 0.213 0.045
C 0.926 -3.047 2.672 0.010 -0.208 0.172
C 1.309 -3.705 1.369 0.218 -0.596 -0.080
Cl -0.001 -3.554 0.150 0.184 0.143 0.200
H 0.888 -1.964 2.603 0.107 0.022 0.029
H -0.010 -3.421 3.075 -0.134 0.011 -0.268
H 1.491 -4.769 1.510 -0.308 -0.016 0.112
H 2.249 -3.330 0.969 -0.245 0.439 -0.108
Cl 4.108 3.684 1.866 0.394 0.042 0.114
C 3.700 2.590 0.531 -0.953 -0.497 0.300
C 4.477 1.282 0.531 0.148 0.669 -0.492
Cl 3.626 0.221 -0.630 -0.017 -0.282 -0.053
H 3.731 3.146 -0.401 0.347 -0.102 -0.065
H 2.654 2.330 0.699 0.048 0.089 -0.052
H 4.496 0.802 1.502 -0.073 -0.005 0.048
H 5.481 1.410 0.137 0.090 -0.039 0.192
```
Positions in Å, forces in eV/Å.

## Properties
LUMO level	0.307	eV
largest force on an atom	1.71	eV/Å
total charge	0
energy above the lowest of the compared OMol25 structures with the same formula, charge and spin	8.4	kcal per mole
HOMO energy	-10.451	eV
Kohn-Sham gap	10.758	eV